[1]
DFT (ωB97M-V with the def2-TZVPD basis set) results for a 2-piece molecular cluster, C9H14Se overall.

The energy above the lowest of the compared OMol25 structures with the same formula, charge and spin is 150.7 kJ/mol. The HOMO energy comes out at -8.20 eV. As for the orbital gap: 7.87 eV. Its SMILES is C1=CCC=C1.CCCC=[Se]. The largest force on an atom comes out at 3.7 eV/Å.

Last column: Mulliken charge in e.
CARTESIAN COORDINATES (ANGSTROEM)
Se  -0.075  -1.685  -0.016  -0.12
C  2.726  0.262  1.358  -0.43
C  -3.665  -0.745  0.385  -1.13
C  2.006  1.156  0.483  -0.31
C  3.174  -0.325  -0.799  -0.35
C  -2.524  0.142  0.780  -0.62
C  3.518  -0.545  0.611  -0.67
C  2.210  0.776  -0.779  -0.59
C  -0.708  -0.279  -0.968  -0.50
C  -1.808  0.541  -0.543  -0.52
H  -0.233  -0.067  -1.959  0.37
H  1.129  1.908  0.806  0.23
H  3.928  -0.300  -1.545  0.43
H  -2.862  1.090  1.216  0.30
H  -2.536  0.541  -1.261  0.46
H  1.763  1.059  -1.697  0.62
H  2.675  0.385  2.381  0.50
H  -4.293  -1.135  1.225  0.34
H  -1.418  1.564  -0.399  0.27
H  2.648  -1.214  -1.183  0.19
H  -1.833  -0.263  1.411  0.51
H  -4.496  -0.084  -0.019  0.33
H  4.070  -1.392  0.953  0.39
H  -3.394  -1.391  -0.443  0.30



[2]
DFT (ωB97M-V with the def2-TZVPD basis set) results for the molecule C7H11N2O4PS2.

The HOMO energy comes out at -8.77 eV. As for the orbital gap: 7.54 eV. Its SMILES is O=P(O)(O)OCCCSC(=S)n1ccnc1. The largest force on an atom comes out at 4.0 eV/Å.

Last column: Mulliken charge in e.
CARTESIAN COORDINATES (ANGSTROEM)
S  -0.947  2.113  0.965  -0.17
S  -1.476  1.539  -1.996  -0.18
P  2.116  -1.385  0.653  0.84
O  2.356  -2.696  -0.301  -0.51
O  2.781  -0.079  -0.092  -0.30
O  2.977  -1.661  2.037  -0.54
O  0.680  -1.237  1.003  -0.48
N  -2.530  0.012  -0.121  0.27
N  -4.044  -1.384  0.640  -0.66
C  -3.384  -2.020  -0.428  -0.50
C  1.530  2.000  -0.529  -0.80
C  0.889  1.990  0.911  -0.32
C  -1.678  1.160  -0.397  0.09
C  1.843  0.539  -1.032  -0.14
C  -2.388  -1.105  -0.925  -0.07
C  -3.534  -0.149  0.828  0.01
H  0.977  2.616  -1.272  0.34
H  3.003  -0.848  2.573  0.35
H  1.270  2.917  1.425  0.35
H  2.540  2.489  -0.409  0.38
H  0.930  -0.077  -1.206  0.11
H  1.272  1.142  1.537  0.17
H  -3.864  0.598  1.568  0.34
H  2.418  0.626  -1.993  0.33
H  -3.602  -3.028  -0.832  0.35
H  -1.692  -1.260  -1.766  0.35
H  1.555  -2.812  -0.842  0.36



[3]
DFT (ωB97M-V with the def2-TZVPD basis set) results for C22H32F4HfN5 as an isolated structure.

The energy above the lowest of the compared OMol25 structures with the same formula, charge and spin is 67.7 kJ/mol. Its net charge is +3. The HOMO energy comes out at -16.91 eV. As for the orbital gap: 6.78 eV. The largest force on an atom comes out at 2.2 eV/Å.

Last column: Mulliken charge in e.
CARTESIAN COORDINATES (ANGSTROEM)
Hf  10.899  8.898  6.195  -0.30
F  11.594  10.587  4.926  -0.42
F  16.310  12.633  6.745  -0.23
F  15.557  10.217  7.499  -0.29
F  12.350  13.125  4.287  -0.28
N  11.868  6.860  5.721  -0.27
N  9.265  7.771  6.218  3.11
N  12.968  9.076  6.511  -0.24
N  7.513  12.609  6.520  0.05
N  9.214  10.645  6.544  0.26
C  13.515  10.365  6.346  0.02
C  14.010  8.049  6.297  -0.72
C  14.748  10.901  6.709  0.36
C  13.174  12.435  5.047  0.21
C  8.650  12.903  7.454  -0.95
C  12.780  11.216  5.516  0.51
C  15.158  12.183  6.283  0.02
C  7.921  6.708  7.718  -1.23
C  9.770  11.893  7.162  -0.52
C  9.055  7.434  7.600  0.07
C  7.941  10.280  7.323  0.07
C  11.928  7.140  4.239  -0.97
C  7.371  6.537  6.380  -0.52
C  7.934  7.334  4.020  -1.46
C  14.388  12.945  5.441  -0.45
C  8.085  12.359  5.115  -1.01
C  8.220  7.164  5.510  0.03
C  8.690  10.963  5.157  -0.44
C  13.275  6.694  6.281  -0.88
C  11.098  5.594  5.946  -1.08
C  6.842  11.336  7.053  -1.01
C  10.084  7.740  8.655  -0.87
H  10.816  6.942  8.865  0.29
H  6.279  11.610  7.969  0.42
H  13.132  6.294  7.292  0.38
H  14.714  8.099  7.123  0.50
H  12.282  8.153  3.993  0.43
H  11.568  4.763  5.448  0.45
H  8.234  12.849  8.493  0.31
H  10.707  8.697  8.500  0.33
H  7.999  10.131  4.913  0.15
H  8.786  13.152  4.900  0.39
H  7.395  6.487  3.613  0.46
H  9.567  7.971  9.588  0.51
H  7.437  6.315  8.588  0.63
H  13.825  5.941  5.661  0.42
H  7.244  12.443  4.446  0.42
H  6.839  13.402  6.494  0.36
H  14.531  8.281  5.375  0.47
H  14.755  13.897  5.133  0.57
H  7.356  8.248  3.828  0.31
H  7.588  9.307  6.947  -0.21
H  10.135  5.694  5.537  0.32
H  10.225  11.640  8.090  0.54
H  11.035  5.439  7.011  0.43
H  8.231  10.181  8.377  0.51
H  9.509  10.956  4.452  0.55
H  6.430  6.043  6.121  0.58
H  10.511  12.369  6.542  0.22
H  12.623  6.463  3.714  0.37
H  10.933  6.979  3.850  0.31
H  8.970  13.918  7.325  0.44
H  6.146  11.012  6.314  0.39
H  8.844  7.412  3.396  0.18



[4]
DFT (ωB97M-V with the def2-TZVPD basis set) results for the molecule C5H7NOS.

The energy above the lowest of the compared OMol25 structures with the same formula, charge and spin is 79.8 kJ/mol. The HOMO energy comes out at -9.17 eV. As for the orbital gap: 9.85 eV. Its SMILES is CCc1ncoc1S. The largest force on an atom comes out at 1.8 eV/Å.

Last column: Mulliken charge in e.
CARTESIAN COORDINATES (ANGSTROEM)
S  -1.216  -2.516  0.501  -0.24
O  -0.338  -1.584  -1.887  -0.33
N  0.680  0.390  -1.449  -0.55
C  -0.268  1.895  1.105  -1.07
C  0.452  0.531  1.066  -0.42
C  0.337  -0.512  -2.337  -0.06
C  -0.358  -1.373  -0.508  -0.07
C  0.289  -0.161  -0.255  0.69
H  -0.192  -3.350  0.748  0.14
H  -0.021  -0.129  1.803  0.26
H  0.559  -0.464  -3.373  0.44
H  -0.039  2.535  1.971  0.34
H  -1.380  1.654  1.035  0.27
H  1.482  0.603  1.367  0.32
H  0.012  2.481  0.212  0.30



[5]
DFT (ωB97M-V with the def2-TZVPD basis set) results for the molecule C3H5N3S2.

The energy above the lowest of the compared OMol25 structures with the same formula, charge and spin is 209.9 kJ/mol. The HOMO energy comes out at -8.92 eV. As for the orbital gap: 8.57 eV. Its SMILES is [H]/N=C(/NN=C)SC=S. The largest force on an atom comes out at 1.7 eV/Å.

Last column: Mulliken charge in e.
CARTESIAN COORDINATES (ANGSTROEM)
S  -1.143  0.882  1.497  -0.04
S  0.593  0.095  3.772  -0.20
N  0.039  0.109  -0.877  -0.06
N  -1.047  2.048  -1.043  -0.67
N  0.119  -1.116  -0.357  -0.42
C  -0.723  1.124  -0.256  0.50
C  0.503  -2.069  -1.136  -0.36
C  0.388  0.418  2.201  -0.11
H  0.581  -3.027  -0.604  0.25
H  0.739  -1.927  -2.198  0.25
H  1.179  0.300  1.429  0.28
H  -1.617  2.795  -0.620  0.28
H  0.390  0.369  -1.808  0.30



Which of these has the lowest HOMO?
C22H32F4HfN5



Which of these has the lowest orbital gap?
C22H32F4HfN5



Look up the largest force on an atom of the fourth one.
1.8 eV/Å